No. 1
{
  "formula": "C28H38N4P2Ti",
  "method": "the ωB97M-V functional and the def2-TZVPD basis",
  "homo_ha": [-0.2571, -0.2935],
  "multiplicity": 3,
  "orbital_gap_ev": [7.37, 7.66],
  "elements": ["Ti", "C", "C", "C", "C", "C", "C", "C", "C", "C", "H", "H", "H", "H", "H", "H", "H", "H", "H", "H", "H", "H", "H", "H", "H", "P", "P", "N", "N", "N", "N", "C", "C", "C", "C", "C", "C", "C", "C", "C", "C", "C", "C", "C", "C", "C", "C", "C", "C", "H", "H", "H", "H", "H", "H", "H", "H", "H", "H", "H", "H", "H", "H", "H", "H", "H", "H", "H", "H", "C", "H", "H", "H"],
  "coordinates": [[-0.577, -1.355, -5.044], [-0.230, 1.846, -0.818], [-1.117, 1.587, -1.777], [-0.994, 1.898, -3.245], [0.080, 1.115, -4.018], [1.526, 1.559, -3.748], [1.945, 2.565, -2.985], [1.190, 3.537, -2.122], [0.754, 2.971, -0.760], [0.860, -2.018, -3.459], [-0.259, 1.270, 0.103], [-2.000, 0.985, -1.575], [-0.778, 2.951, -3.442], [-1.974, 1.672, -3.703], [-0.053, 0.015, -3.750], [-0.117, 1.301, -5.094], [2.266, 0.965, -4.311], [3.014, 2.830, -3.035], [0.316, 3.953, -2.645], [1.877, 4.383, -1.951], [1.611, 2.655, -0.146], [0.326, 3.821, -0.215], [0.539, -1.614, -2.472], [1.889, -1.697, -3.657], [0.674, -3.097, -3.542], [1.347, -1.381, -6.383], [-2.283, -0.315, -6.334], [2.800, -0.284, -6.615], [1.997, -2.682, -7.403], [-2.278, 1.274, -7.190], [-3.874, -0.831, -6.944], [0.231, -0.543, -7.611], [-1.179, -1.194, -7.577], [3.956, -0.199, -5.836], [4.855, 0.677, -6.450], [4.238, 1.138, -7.657], [2.992, 0.528, -7.735], [2.346, -3.979, -7.029], [2.892, -4.618, -8.135], [2.900, -3.679, -9.216], [2.357, -2.501, -8.739], [-2.182, 2.553, -6.640], [-2.233, 3.484, -7.668], [-2.290, 2.764, -8.906], [-2.295, 1.416, -8.587], [-4.735, -0.141, -7.815], [-5.572, -1.052, -8.446], [-5.251, -2.354, -7.919], [-4.207, -2.196, -7.020], [0.619, -0.674, -8.631], [0.180, 0.543, -7.402], [-1.703, -1.159, -8.552], [-1.091, -2.281, -7.326], [4.054, -0.756, -4.916], [5.825, 0.980, -6.081], [4.624, 1.844, -8.380], [2.228, 0.628, -8.495], [2.137, -4.330, -6.031], [3.219, -5.641, -8.197], [3.226, -3.841, -10.227], [2.154, -1.572, -9.249], [-2.108, 2.675, -5.570], [-2.253, 4.560, -7.567], [-2.337, 3.176, -9.908], [-2.312, 0.555, -9.242], [-4.679, 0.935, -7.924], [-6.306, -0.812, -9.208], [-5.738, -3.287, -8.189], [-3.673, -2.917, -6.419], [-1.908, -2.650, -3.981], [-2.801, -3.086, -4.453], [-2.119, -2.059, -3.074], [-1.183, -3.429, -3.681]]
}


No. 2
{
  "formula": "C41H35BrN2OP2PbS",
  "method": "the ωB97M-V functional and the def2-TZVPD basis",
  "homo_ha": -0.4969,
  "charge": 2,
  "multiplicity": 1,
  "orbital_gap_ev": 7.32,
  "elements": ["Pb", "O", "S", "C", "C", "C", "C", "C", "C", "P", "C", "C", "C", "C", "C", "C", "C", "C", "C", "C", "C", "C", "C", "C", "C", "C", "C", "C", "P", "C", "C", "C", "C", "C", "C", "C", "C", "C", "C", "C", "C", "H", "H", "H", "H", "H", "H", "H", "H", "H", "H", "H", "H", "H", "H", "H", "H", "H", "H", "H", "H", "H", "H", "H", "H", "H", "H", "H", "H", "Br", "C", "C", "C", "N", "C", "C", "H", "H", "H", "H", "N", "H", "H", "H"],
  "coordinates": [[-12.533, 4.039, 15.080], [-15.205, -0.647, 14.203], [-14.571, 0.679, 14.628], [-15.914, 1.501, 15.525], [-16.693, 0.707, 16.339], [-17.636, 1.299, 17.168], [-17.880, 2.668, 17.083], [-17.156, 3.448, 16.160], [-16.103, 2.871, 15.438], [-15.125, 3.837, 14.210], [-15.787, 5.566, 14.287], [-16.518, 6.096, 13.223], [-16.859, 7.457, 13.236], [-16.540, 8.228, 14.334], [-15.773, 7.717, 15.390], [-15.440, 6.354, 15.372], [-15.613, 3.297, 12.551], [-15.088, 4.012, 11.479], [-15.498, 3.712, 10.206], [-16.409, 2.670, 9.981], [-16.979, 2.002, 11.061], [-16.575, 2.295, 12.364], [-13.502, 0.170, 16.013], [-13.979, -0.545, 17.111], [-13.039, -1.062, 18.029], [-11.669, -0.918, 17.820], [-11.232, -0.212, 16.693], [-12.153, 0.391, 15.833], [-11.689, 1.301, 14.292], [-12.011, -0.007, 13.061], [-12.606, 0.367, 11.872], [-12.882, -0.584, 10.891], [-12.609, -1.927, 11.092], [-11.947, -2.277, 12.270], [-11.613, -1.303, 13.204], [-9.877, 1.376, 14.327], [-9.059, 0.927, 13.302], [-7.650, 1.152, 13.335], [-7.095, 1.758, 14.456], [-7.941, 2.224, 15.483], [-9.317, 2.018, 15.434], [-16.567, -0.355, 16.158], [-18.144, 0.663, 17.876], [-18.681, 3.148, 17.648], [-17.321, 4.492, 15.994], [-16.945, 5.446, 12.470], [-17.460, 7.860, 12.384], [-16.857, 9.296, 14.299], [-15.482, 8.383, 16.173], [-14.825, 5.877, 16.170], [-14.397, 4.849, 11.664], [-15.102, 4.275, 9.394], [-16.637, 2.301, 8.972], [-17.725, 1.242, 10.880], [-16.998, 1.755, 13.175], [-15.070, -0.697, 17.242], [-13.378, -1.631, 18.855], [-10.916, -1.278, 18.486], [-10.186, -0.104, 16.402], [-12.853, 1.400, 11.732], [-13.390, -0.320, 9.976], [-12.908, -2.676, 10.330], [-11.631, -3.315, 12.450], [-11.019, -1.566, 14.074], [-9.495, 0.444, 12.450], [-7.013, 0.864, 12.481], [-6.034, 1.883, 14.479], [-7.517, 2.704, 16.358], [-9.954, 2.303, 16.274], [-13.357, 2.535, 21.989], [-13.145, 3.507, 20.416], [-14.183, 3.644, 19.510], [-13.933, 4.148, 18.263], [-12.731, 4.634, 17.933], [-11.778, 4.709, 18.865], [-11.915, 4.096, 20.104], [-15.202, 3.314, 19.753], [-14.736, 4.223, 17.513], [-10.925, 5.346, 18.581], [-11.074, 4.080, 20.789], [-11.654, 5.261, 12.893], [-11.909, 6.233, 12.854], [-11.988, 4.800, 12.053], [-10.630, 5.248, 12.844]]
}


No. 3
{
  "formula": "C2H6N4O2",
  "method": "the ωB97M-V functional and the def2-TZVPD basis",
  "homo_ha": -0.3430,
  "multiplicity": 1,
  "orbital_gap_ev": 10.09,
  "smiles": "NC(=O)NNC(N)=O",
  "elements": ["N", "C", "O", "N", "N", "C", "N", "O", "H", "H", "H", "H", "H", "H"],
  "coordinates": [[0.819, 1.713, -1.789], [0.761, 1.114, -0.606], [1.703, 0.844, 0.105], [-0.601, 0.857, -0.263], [-0.714, 0.082, 0.876], [-0.710, -1.297, 0.510], [-0.443, -2.114, 1.569], [-0.866, -1.696, -0.681], [-0.155, 2.115, -2.026], [1.626, 2.436, -1.911], [-1.171, 0.400, -1.007], [-0.105, 0.541, 1.618], [-0.421, -3.158, 1.312], [0.278, -1.837, 2.293]]
}


F_max list, top to bottom, in eV/A: 4.43 3.06 4.73
Relative energy (zero: lowest compared OMol25 entry of this formula, charge and spin) list, top to bottom, in kcal per mole: 19.52 0.00 0.00